[1]
Density functional theory data (ωB97M-V/def2-TZVPD) for C19H28N2O4S in the gas phase.

Last column: Löwdin charge in e.
Positions of all 54 atoms, in Å:
C  3.33  3.27  0.14  -0.0958
C  4.12  2.14  -0.52  -0.2423
C  4.71  1.18  0.51  -0.2519
N  3.66  0.56  1.29  -0.1306
S  2.73  -0.60  0.51  0.6448
O  3.41  -1.11  -0.65  -0.2816
O  2.31  -1.51  1.53  -0.2915
C  1.31  0.34  -0.02  -0.3089
C  1.01  0.48  -1.36  -0.0626
C  -0.10  1.20  -1.74  0.0207
C  -0.93  1.77  -0.77  -0.2583
O  -2.03  2.42  -1.25  -0.0402
C  -2.97  2.93  -0.33  -0.0847
C  -3.64  1.85  0.54  -0.5057
O  -4.12  2.12  1.62  0.0690
N  -3.66  0.64  -0.03  0.0830
C  -4.09  -0.55  0.66  -0.1636
C  -2.93  -1.32  1.30  -0.1291
C  -1.94  -1.98  0.38  -0.2366
C  -2.00  -1.95  -0.95  -0.0625
C  -1.01  -2.62  -1.85  -0.1835
C  0.23  -3.12  -1.11  -0.1890
C  -0.18  -3.76  0.20  -0.1827
C  -0.84  -2.71  1.09  -0.1519
C  -0.63  1.62  0.58  0.0127
C  0.50  0.90  0.95  -0.0525
H  2.88  3.91  -0.62  0.0731
H  3.98  3.87  0.77  0.0735
H  2.53  2.86  0.76  0.0534
H  4.94  2.56  -1.11  0.1124
H  3.47  1.58  -1.19  0.0822
H  5.36  1.72  1.20  0.1243
H  5.30  0.41  -0.01  0.1105
H  3.97  0.18  2.17  0.1066
H  1.66  0.02  -2.09  0.1216
H  -0.36  1.32  -2.78  0.1260
H  -2.53  3.69  0.33  0.1387
H  -3.74  3.41  -0.94  0.1427
H  -3.16  0.51  -0.90  0.1221
H  -4.63  -1.19  -0.04  0.1233
H  -4.78  -0.22  1.45  0.1217
H  -3.37  -2.10  1.94  0.1218
H  -2.39  -0.64  1.96  0.1232
H  -2.82  -1.47  -1.47  0.0995
H  -0.72  -1.92  -2.64  0.1033
H  -1.51  -3.46  -2.35  0.1144
H  0.76  -3.84  -1.74  0.1144
H  0.91  -2.29  -0.90  0.0779
H  -0.89  -4.57  0.02  0.1185
H  0.69  -4.17  0.71  0.1115
H  -1.24  -3.18  2.00  0.1190
H  -0.07  -2.00  1.42  0.0937
H  -1.25  2.04  1.35  0.1191
H  0.75  0.76  1.99  0.1271

## Properties
Net charge = 0
ΔE to the lowest compared entry with this formula, charge and spin = 153.0 kJ/mol
SMILES string = CCCNS(=O)(=O)c1ccc(OCC(=O)NCCC2=CCCCC2)cc1
Multiplicity = 1
Frontier orbital gap = 9.569 eV
E = -42163.0897 eV
HOMO energy = -8.9 eV

---

[2]
Density functional theory data (ωB97M-V/def2-TZVPD) for C19H28N2O6S in the gas phase.

Last column: Löwdin charge in e.
Positions of all 56 atoms, in Å:
C  4.66  3.43  -0.61  -0.0649
O  3.48  3.15  0.11  -0.0577
C  3.04  1.88  0.31  -0.1846
C  1.91  1.81  1.13  0.0120
C  1.32  0.60  1.44  -0.0714
C  1.86  -0.56  0.92  -0.2842
S  1.13  -2.15  1.23  0.6917
O  0.06  -1.98  2.18  -0.2886
O  2.15  -3.11  1.53  -0.2755
N  0.56  -2.49  -0.31  -0.2267
C  0.49  -3.89  -0.70  -0.1935
C  -0.77  -4.57  -0.18  -0.1608
C  -2.02  -3.79  -0.59  -0.1424
C  -1.89  -2.36  -0.06  -0.2280
C  -3.05  -1.46  -0.45  -0.4679
O  -3.70  -1.58  -1.47  0.0832
N  -3.25  -0.46  0.45  0.0792
C  -4.09  0.68  0.18  -0.1182
C  -3.25  1.89  -0.30  -0.3105
C  -2.22  2.34  0.75  -0.1327
C  -2.37  3.86  0.75  -0.1505
C  -3.84  4.01  0.39  -0.2021
O  -4.10  3.00  -0.56  -0.0958
C  -0.62  -1.73  -0.65  -0.1489
C  2.98  -0.52  0.11  0.0091
C  3.59  0.69  -0.21  -0.1735
O  4.70  0.77  -1.00  -0.1087
C  5.28  -0.42  -1.49  -0.0668
H  4.58  3.11  -1.66  0.0951
H  5.53  2.96  -0.16  0.0973
H  4.77  4.51  -0.57  0.0953
H  1.52  2.73  1.51  0.1240
H  0.46  0.53  2.09  0.1103
H  1.38  -4.36  -0.30  0.1114
H  0.52  -3.92  -1.79  0.1313
H  -0.72  -4.62  0.91  0.1180
H  -0.82  -5.59  -0.57  0.1150
H  -2.91  -4.26  -0.18  0.1246
H  -2.12  -3.76  -1.67  0.1230
H  -1.79  -2.38  1.03  0.1263
H  -2.63  -0.40  1.23  0.1356
H  -4.64  0.96  1.08  0.1317
H  -4.79  0.40  -0.60  0.1285
H  -2.77  1.61  -1.24  0.1547
H  -1.21  2.02  0.49  0.0969
H  -2.48  1.95  1.73  0.1152
H  -2.12  4.32  1.71  0.1109
H  -1.75  4.31  -0.03  0.1153
H  -4.09  4.97  -0.07  0.1220
H  -4.48  3.87  1.28  0.1224
H  -0.47  -0.72  -0.27  0.1151
H  -0.70  -1.69  -1.74  0.1478
H  3.36  -1.46  -0.26  0.1117
H  5.59  -1.07  -0.67  0.1017
H  4.59  -0.96  -2.14  0.0999
H  6.15  -0.10  -2.05  0.0976

## Properties
Net charge = 0
ΔE to the lowest compared entry with this formula, charge and spin = 249.5 kJ/mol
SMILES string = COc1ccc(S(=O)(=O)N2CCC[C@H](C(=O)NC[C@@H]3CCCO3)C2)cc1OC
Multiplicity = 1
Frontier orbital gap = 9.197 eV
E = -46257.1070 eV
HOMO energy = -8.7 eV

---

[3]
Density functional theory data (ωB97M-V/def2-TZVPD) for a molecular structure, C19H28N2Ti.

Last column: Löwdin charge in e.
Positions of all 50 atoms, in Å:
C  -0.38  0.47  -3.97  -0.1554
C  1.03  0.65  -3.74  -0.1703
C  1.19  1.53  -2.63  -0.1505
C  -0.12  1.90  -2.16  -0.1671
C  -1.09  1.21  -2.97  -0.1646
Ti  0.07  -0.40  -1.87  0.9760
N  -1.29  -1.65  -2.20  -0.1438
C  -0.29  -2.65  -2.63  -0.3646
C  1.08  -1.98  -2.70  -0.2076
H  2.14  1.90  -2.24  0.1137
H  1.84  0.21  -4.32  0.1141
H  -0.34  2.63  -1.39  0.1141
H  -2.17  1.30  -2.87  0.1185
H  -0.83  -0.10  -4.79  0.1237
H  1.39  -1.82  -3.74  0.0457
H  -0.31  -3.53  -1.95  0.0899
H  -2.25  -1.96  -2.14  0.0792
H  1.87  -2.51  -2.17  0.0418
H  -0.56  -3.07  -3.62  0.1059
C  -2.51  1.68  3.69  -0.0577
C  -1.45  1.68  2.62  -0.2757
C  -0.63  2.80  2.47  -0.0257
C  0.42  2.82  1.55  -0.2832
C  1.26  4.05  1.37  -0.0572
C  0.68  1.68  0.81  -0.0377
C  -0.15  0.54  0.90  -0.3145
C  -1.25  0.58  1.79  -0.0075
N  0.24  -0.63  0.23  -0.0703
C  0.48  -1.85  1.02  -0.6197
C  0.86  -1.51  2.46  -0.0477
C  -0.79  -2.71  1.07  -0.0432
C  1.62  -2.68  0.42  -0.0563
H  -2.06  1.84  4.68  0.0828
H  -3.23  2.49  3.53  0.0803
H  -3.06  0.73  3.71  0.0736
H  -0.83  3.69  3.08  0.1198
H  0.65  4.92  1.10  0.0821
H  1.80  4.30  2.30  0.0828
H  2.00  3.90  0.58  0.0717
H  1.58  1.63  0.19  0.1087
H  -1.92  -0.28  1.86  0.1032
H  0.04  -1.07  3.03  0.0723
H  1.14  -2.44  2.98  0.0838
H  1.71  -0.83  2.50  0.0969
H  -1.14  -2.97  0.06  0.0581
H  -0.57  -3.63  1.62  0.0895
H  -1.60  -2.19  1.58  0.0657
H  1.30  -3.26  -0.45  0.0514
H  2.45  -2.03  0.12  0.0887
H  1.98  -3.39  1.18  0.0860

## Properties
Net charge = 0
Multiplicity = 1
Frontier orbital gap = 7.421 eV
E = -46252.2182 eV
HOMO energy = -7.1 eV

---

[4]
Density functional theory data (ωB97M-V/def2-TZVPD) for a molecular structure, C19H28N5O3PdS.

Last column: Löwdin charge in e.
Positions of all 57 atoms, in Å:
Pd  0.08  0.10  0.17  0.8013
N  -0.71  0.85  3.75  0.1363
C  -0.46  -0.49  3.49  -0.2688
C  -0.64  -1.38  4.56  0.0042
C  -0.35  -2.71  4.38  -0.0432
C  0.13  -3.15  3.15  -0.0538
C  0.26  -2.21  2.15  -0.1476
N  -0.06  -0.91  2.29  0.0742
C  -0.48  2.01  3.03  -0.2851
C  -0.61  3.23  3.71  -0.0002
C  -0.43  4.41  3.03  -0.0439
C  -0.11  4.35  1.67  -0.0493
C  0.01  3.12  1.09  -0.1270
N  -0.17  1.96  1.74  0.0662
H  -0.98  1.02  4.70  0.1368
H  -0.99  -1.02  5.51  0.1205
H  -0.48  -3.41  5.20  0.1198
H  0.39  -4.18  2.98  0.1105
H  0.65  -2.49  1.18  0.0987
H  -0.86  3.23  4.77  0.1178
H  -0.52  5.35  3.54  0.1182
H  0.03  5.26  1.10  0.1117
H  0.26  3.03  0.03  0.0936
C  3.09  2.89  -1.37  -0.0099
C  2.65  1.44  -1.40  -0.5087
C  3.37  0.63  -2.47  -0.0079
O  1.22  1.37  -1.62  -0.0727
C  2.95  0.73  -0.01  -0.5904
O  3.94  1.07  0.59  0.1125
O  2.11  -0.21  0.27  -0.1371
H  2.76  3.39  -2.29  0.0946
H  4.18  2.93  -1.31  0.0973
H  2.68  3.41  -0.51  0.0824
H  3.17  1.05  -3.46  0.0978
H  3.05  -0.41  -2.44  0.0953
H  4.44  0.67  -2.29  0.1055
H  1.07  0.91  -2.45  0.0624
C  -2.29  -4.16  -2.03  -0.0622
C  -1.11  -3.61  -1.22  -0.2190
N  -1.41  -2.33  -0.59  -0.0091
C  -1.41  -1.13  -1.18  -0.8154
S  -2.17  0.20  -0.37  0.7119
N  -0.98  -1.05  -2.45  0.0249
C  -1.19  0.10  -3.33  -0.2635
C  -2.51  0.02  -4.09  -0.0632
H  -2.02  -5.12  -2.46  0.0863
H  -2.58  -3.49  -2.84  0.0690
H  -3.15  -4.31  -1.38  0.0852
H  -0.22  -3.51  -1.85  0.1199
H  -0.86  -4.31  -0.43  0.1230
H  -1.89  -2.36  0.30  0.1227
H  -0.82  -1.92  -2.94  0.1316
H  -0.36  0.13  -4.04  0.1237
H  -1.16  1.00  -2.72  0.0797
H  -2.55  -0.88  -4.70  0.0802
H  -2.61  0.88  -4.75  0.0866
H  -3.35  0.01  -3.40  0.0757

## Properties
Net charge = +1
ΔE to the lowest compared entry with this formula, charge and spin = 170.4 kJ/mol
Multiplicity = 1
Frontier orbital gap (spin up / spin down) = 6.398 / 6.386 eV
E = -48060.3605 eV
HOMO energy (spin up / spin down) = -11.1 / -11.1 eV

---

> Among the records above, which one has the highest net charge?

C19H28N5O3PdS

---

Copy entry 1 word for word.
Density functional theory data (ωB97M-V/def2-TZVPD) for C19H28N2O4S in the gas phase.

Last column: Löwdin charge in e.
Positions of all 54 atoms, in Å:
C  3.33  3.27  0.14  -0.0958
C  4.12  2.14  -0.52  -0.2423
C  4.71  1.18  0.51  -0.2519
N  3.66  0.56  1.29  -0.1306
S  2.73  -0.60  0.51  0.6448
O  3.41  -1.11  -0.65  -0.2816
O  2.31  -1.51  1.53  -0.2915
C  1.31  0.34  -0.02  -0.3089
C  1.01  0.48  -1.36  -0.0626
C  -0.10  1.20  -1.74  0.0207
C  -0.93  1.77  -0.77  -0.2583
O  -2.03  2.42  -1.25  -0.0402
C  -2.97  2.93  -0.33  -0.0847
C  -3.64  1.85  0.54  -0.5057
O  -4.12  2.12  1.62  0.0690
N  -3.66  0.64  -0.03  0.0830
C  -4.09  -0.55  0.66  -0.1636
C  -2.93  -1.32  1.30  -0.1291
C  -1.94  -1.98  0.38  -0.2366
C  -2.00  -1.95  -0.95  -0.0625
C  -1.01  -2.62  -1.85  -0.1835
C  0.23  -3.12  -1.11  -0.1890
C  -0.18  -3.76  0.20  -0.1827
C  -0.84  -2.71  1.09  -0.1519
C  -0.63  1.62  0.58  0.0127
C  0.50  0.90  0.95  -0.0525
H  2.88  3.91  -0.62  0.0731
H  3.98  3.87  0.77  0.0735
H  2.53  2.86  0.76  0.0534
H  4.94  2.56  -1.11  0.1124
H  3.47  1.58  -1.19  0.0822
H  5.36  1.72  1.20  0.1243
H  5.30  0.41  -0.01  0.1105
H  3.97  0.18  2.17  0.1066
H  1.66  0.02  -2.09  0.1216
H  -0.36  1.32  -2.78  0.1260
H  -2.53  3.69  0.33  0.1387
H  -3.74  3.41  -0.94  0.1427
H  -3.16  0.51  -0.90  0.1221
H  -4.63  -1.19  -0.04  0.1233
H  -4.78  -0.22  1.45  0.1217
H  -3.37  -2.10  1.94  0.1218
H  -2.39  -0.64  1.96  0.1232
H  -2.82  -1.47  -1.47  0.0995
H  -0.72  -1.92  -2.64  0.1033
H  -1.51  -3.46  -2.35  0.1144
H  0.76  -3.84  -1.74  0.1144
H  0.91  -2.29  -0.90  0.0779
H  -0.89  -4.57  0.02  0.1185
H  0.69  -4.17  0.71  0.1115
H  -1.24  -3.18  2.00  0.1190
H  -0.07  -2.00  1.42  0.0937
H  -1.25  2.04  1.35  0.1191
H  0.75  0.76  1.99  0.1271

## Properties
Net charge = 0
ΔE to the lowest compared entry with this formula, charge and spin = 153.0 kJ/mol
SMILES string = CCCNS(=O)(=O)c1ccc(OCC(=O)NCCC2=CCCCC2)cc1
Multiplicity = 1
Frontier orbital gap = 9.569 eV
E = -42163.0897 eV
HOMO energy = -8.9 eV